Record 1
Entry from the OMol25 dataset: a gas-phase ion, C3H5N4O (charge +1) (the ωB97M-V functional and the def2-TZVPD basis).

Atoms and positions in Å:
1 C -1.366629 -0.036240 -2.241767
2 C -0.893352 0.671694 -1.135548
3 C -0.109097 0.325263 0.018186
4 N -2.016081 0.817385 -3.014474
5 N -1.109336 1.944084 -1.416661
6 N -0.077198 -0.827609 0.593739
7 N 1.035265 1.277548 0.791937
8 O -1.857339 1.997369 -2.476336
9 H -1.347508 -1.075997 -2.663379
10 H -0.657457 -1.590370 0.139068
11 H 0.297633 -1.074762 1.519688
12 H 0.848040 2.317236 0.577596
13 H 1.317749 0.961397 1.741298

Force components x, y, z for each atom (eV/Å):
-1.66 -1.74 -2.10
1.17 1.05 -0.95
5.41 3.01 4.98
0.40 -2.16 -0.38
0.00 0.86 2.24
-2.29 -2.52 -1.34
-4.30 -0.57 -3.87
0.42 1.19 0.18
0.13 1.05 1.13
0.94 1.05 0.98
0.13 0.55 -0.82
0.46 -2.30 0.93
-0.81 0.52 -0.98

Output
SMILES = NC(=[NH2+])c1cnon1
Orbital gap = 9.86 eV
E_LUMO = -5.689 eV
E_tot = -411.17609 a.u.
Net charge = +1

---

Record 2
Entry from the OMol25 dataset: 15 unconnected molecules or ions with the total composition C80H90N10O35 (the ωB97M-V functional and the def2-TZVPD basis).

Atoms and positions in Å:
1 C -2.928513 -4.692864 -3.574952
2 C -2.630999 -4.624876 -2.249673
3 C -3.670906 -4.380994 -1.325810
4 C -4.941283 -4.371093 -1.891690
5 C -5.258779 -4.381075 -3.262312
6 C -4.215152 -4.609831 -4.128818
7 N -6.048028 -4.101645 -0.967732
8 O -7.133396 -4.089257 -1.454047
9 O -5.767861 -3.863273 0.197472
10 H -2.117595 -4.848204 -4.265739
11 H -1.534483 -4.669991 -2.050376
12 H -3.515982 -4.305947 -0.229468
13 H -6.271038 -4.291732 -3.646587
14 H -4.244913 -4.453411 -5.230210
15 C -7.401365 1.443264 2.550800
16 C -7.926499 1.841875 1.372873
17 C -7.512450 1.197071 0.198867
18 C -6.553125 0.194174 0.288339
19 C -6.037820 -0.165626 1.513445
20 C -6.445858 0.467398 2.665374
21 N -5.990584 -0.282572 -0.952774
22 O -4.995206 -1.039132 -0.879426
23 O -6.584578 -0.056188 -1.997444
24 H -7.587258 1.956805 3.512277
25 H -8.654691 2.645120 1.351386
26 H -7.945514 1.416108 -0.775664
27 H -5.118523 -0.829249 1.662391
28 H -5.974574 0.190238 3.629509
29 C -3.951368 -1.005648 -5.025960
30 C -4.154133 -1.369024 -6.370900
31 C -4.961512 -0.558850 -7.192897
32 C -5.634737 0.515332 -6.639293
33 C -5.497556 0.819180 -5.327613
34 C -4.642981 0.080292 -4.521944
35 N -6.432153 1.473121 -7.494814
36 O -6.979232 2.376731 -6.944733
37 O -6.427121 1.184812 -8.664507
38 H -3.270513 -1.605319 -4.462287
39 H -3.732803 -2.278468 -6.829163
40 H -5.034947 -0.866963 -8.258439
41 H -6.011541 1.695334 -4.949190
42 H -4.630138 0.249967 -3.451434
43 C 0.185013 2.507193 2.414334
44 C -0.905642 3.143747 2.980040
45 C -0.797405 3.834491 4.190364
46 C 0.388299 3.728530 4.813117
47 C 1.532712 3.124089 4.344410
48 C 1.420708 2.469575 3.145537
49 N 0.505218 4.439088 6.105944
50 O -0.497699 4.960686 6.500513
51 O 1.537148 4.508209 6.741081
52 H 0.161321 2.099330 1.428444
53 H -1.819417 3.211209 2.414396
54 H -1.516090 4.482310 4.627790
55 H 2.352039 3.096978 4.997053
56 H 2.303819 1.918041 2.805281
57 C 4.180532 4.939793 0.209311
58 C 4.133244 4.066797 1.292362
59 C 4.791661 2.837652 1.158077
60 C 5.607930 2.641512 0.064900
61 C 5.765124 3.567618 -0.979386
62 C 5.027556 4.726638 -0.915290
63 N 6.328093 1.374528 -0.004841
64 O 6.076490 0.586191 0.874553
65 O 7.025530 1.221125 -0.979364
66 H 3.554227 5.803108 0.348530
67 H 3.460309 4.282360 2.166809
68 H 4.974556 2.045555 1.897390
69 H 6.386429 3.462465 -1.868924
70 H 5.007446 5.443674 -1.718642
71 C -1.488616 -3.961117 3.409861
72 C -1.732970 -3.265892 4.559340
73 C -2.048104 -1.902858 4.557635
74 C -2.101899 -1.324017 3.284536
75 C -1.803953 -1.971117 2.108710
76 C -1.561360 -3.331467 2.180543
77 N -2.533379 0.065294 3.281879
78 O -2.321611 0.724341 2.275637
79 O -2.995066 0.538632 4.298659
80 H -1.082347 -4.976920 3.382525
81 H -1.684769 -3.735132 5.526055
82 H -2.222088 -1.329569 5.483583
83 H -1.689987 -1.426738 1.160500
84 H -1.301298 -3.812914 1.283985
85 C -0.319111 4.898469 -0.062088
86 C -0.753834 3.739112 -0.703218
87 C -0.163583 3.267610 -1.876544
88 C 0.891358 4.062229 -2.338129
89 C 1.369326 5.243682 -1.707373
90 C 0.724395 5.605577 -0.525307
91 N 1.599554 3.615524 -3.543198
92 O 2.550840 4.322569 -3.841241
93 O 1.152558 2.673587 -4.194693
94 H -0.939938 5.302945 0.743000
95 H -1.642390 3.246598 -0.262660
96 H -0.450197 2.347303 -2.421678
97 H 2.238332 5.853182 -2.124060
98 H 1.097116 6.451080 0.077435
99 C 6.754204 -2.793435 1.935775
100 C 6.747257 -4.182045 1.966759
101 C 6.827695 -4.912387 3.136856
102 C 7.020460 -4.156119 4.289273
103 C 6.948392 -2.805607 4.339623
104 C 6.862616 -2.080181 3.146003
105 N 7.083396 -4.929752 5.573187
106 O 7.305012 -4.257163 6.567339
107 O 7.066494 -6.105239 5.494859
108 H 6.621024 -2.228574 0.991557
109 H 6.653916 -4.678324 1.082401
110 H 6.662637 -5.956116 3.206065
111 H 7.038370 -2.260706 5.256332
112 H 6.678660 -1.051712 3.213505
113 C 5.287815 3.387921 6.071601
114 C 5.652383 2.545933 5.004628
115 C 5.058247 1.305554 4.938423
116 C 4.217703 0.866187 6.009596
117 C 3.895230 1.657219 7.074501
118 C 4.459484 2.967154 7.079901
119 N 3.574839 -0.443668 5.973884
120 O 2.527559 -0.638916 6.554094
121 O 4.169802 -1.262990 5.263889
122 H 5.644152 4.416929 6.024285
123 H 6.272078 2.948954 4.165489
124 H 5.248576 0.579360 4.184676
125 H 3.126604 1.393568 7.726527
126 H 4.175658 3.692064 7.881000
127 C -3.600456 3.619318 -8.216502
128 C -2.617813 2.651693 -8.163391
129 C -2.290835 2.069466 -6.989518
130 C -2.891547 2.530766 -5.812800
131 C -3.929519 3.451076 -5.820415
132 C -4.304829 3.946027 -7.060925
133 N -2.429640 2.025183 -4.570293
134 O -1.704216 1.000221 -4.579608
135 O -2.774362 2.518255 -3.517346
136 H -3.922428 4.052873 -9.162171
137 H -2.284617 2.226884 -9.094324
138 H -1.559773 1.246986 -6.930960
139 H -4.438164 3.757328 -4.947976
140 H -5.021667 4.678749 -7.128077
141 C 1.774077 -1.467154 -5.790387
142 C 0.425468 -2.149220 -6.019697
143 O -0.050355 -1.682455 -7.367268
144 C -1.045125 -2.376405 -7.805184
145 O -1.555417 -3.367334 -7.280405
146 O -1.397996 -1.942271 -9.026956
147 C -2.500710 -2.685564 -9.613611
148 H 1.886392 -0.533192 -6.371747
149 H 2.514805 -2.144087 -6.133119
150 H 2.029337 -1.255230 -4.743967
151 H -0.387383 -1.865601 -5.327341
152 H 0.606132 -3.219322 -5.995494
153 H -3.310395 -2.861386 -8.874367
154 H -2.192408 -3.626889 -9.959167
155 H -2.883168 -2.072561 -10.422235
156 C 3.239233 -5.300842 5.765730
157 C 1.768097 -5.485278 5.625050
158 O 1.374994 -6.277555 4.525049
159 C 1.778829 -7.525104 4.468228
160 O 2.291325 -8.085300 5.410349
161 O 1.494805 -8.127283 3.312858
162 C 1.911460 -9.477177 3.258156
163 H 3.756790 -4.959003 4.838883
164 H 3.813782 -6.214049 5.949135
165 H 3.580630 -4.605929 6.540305
166 H 1.268711 -4.520655 5.461305
167 H 1.296700 -5.919942 6.547527
168 H 1.819369 -9.990972 4.200694
169 H 2.947663 -9.587243 3.119013
170 H 1.368052 -9.882940 2.435661
171 C 4.945736 -3.960194 -3.052843
172 C 4.896022 -3.270861 -1.735208
173 O 3.810967 -2.270207 -1.779048
174 C 4.013615 -0.981469 -1.963244
175 O 5.093074 -0.432917 -2.076553
176 O 2.860630 -0.349275 -2.010279
177 C 2.760359 1.082907 -1.845655
178 H 5.270865 -3.225168 -3.811712
179 H 3.948507 -4.296625 -3.417860
180 H 5.707432 -4.710071 -3.034599
181 H 5.780268 -2.647761 -1.500176
182 H 4.590344 -3.919818 -0.941694
183 H 3.702891 1.559241 -2.191908
184 H 2.542222 1.242683 -0.776249
185 H 2.017153 1.444163 -2.601468
186 C -2.903789 8.838665 4.936516
187 C -3.203952 8.501648 3.536293
188 O -3.450435 7.057147 3.447928
189 C -3.838829 6.572895 2.253592
190 O -3.929957 7.247456 1.276538
191 O -3.929720 5.217605 2.458490
192 C -4.245932 4.350146 1.314710
193 H -3.528430 8.425786 5.731233
194 H -2.992639 9.892394 5.099242
195 H -1.849694 8.633464 5.097235
196 H -2.364840 8.719006 2.795262
197 H -4.152451 8.900115 3.192917
198 H -5.350920 4.309633 1.146457
199 H -4.007694 3.306616 1.652029
200 H -3.763587 4.571675 0.369121
201 C 1.953609 -2.433945 2.697036
202 C 2.666092 -2.133998 1.397660
203 O 1.780195 -2.437303 0.252285
204 C 0.944901 -1.430904 -0.074822
205 O 0.961677 -0.315864 0.415047
206 O 0.035590 -1.925241 -0.954493
207 C -0.775365 -0.869747 -1.599176
208 H 1.437637 -3.383612 2.703414
209 H 1.341551 -1.527263 2.946590
210 H 2.646224 -2.516343 3.513842
211 H 3.552729 -2.744934 1.208422
212 H 3.029772 -1.075075 1.395952
213 H -0.269599 -0.471316 -2.464936
214 H -1.112291 -0.179658 -0.854458
215 H -1.642525 -1.396483 -2.030423

Force components x, y, z for each atom (eV/Å):
-0.22 -0.55 -1.59
0.73 0.54 1.03
0.60 -0.89 -0.52
0.06 0.76 0.29
0.20 -0.74 0.08
1.07 1.22 -0.32
1.60 0.27 0.50
-1.99 0.05 -0.07
-0.47 -0.18 -0.14
0.26 0.06 -0.19
-1.16 0.04 0.59
-0.26 0.05 -1.06
0.16 0.15 0.47
-0.50 -0.61 0.94
0.53 0.85 3.21
-0.59 0.01 -1.80
-0.54 -0.01 0.11
-0.33 1.35 0.24
2.96 -1.39 0.80
0.37 -0.90 0.04
0.86 -2.75 -0.67
-1.32 1.57 -0.18
0.51 0.28 0.63
-0.49 -0.04 -0.81
0.06 -0.12 -0.17
0.22 0.17 0.29
-1.66 0.62 -0.90
-0.48 0.35 -0.75
-0.48 -0.31 -1.62
-0.46 0.61 -0.32
0.40 -1.36 -0.75
0.17 0.33 -1.05
0.08 0.58 1.26
-0.38 -0.58 0.67
1.53 -2.74 0.70
-0.82 1.28 0.07
-0.50 0.68 -0.95
0.15 -0.15 0.64
0.07 0.63 0.55
-0.23 0.63 0.90
-0.06 -0.23 0.14
0.25 0.31 -0.17
1.59 0.25 1.54
-0.03 0.70 -0.47
-0.25 -0.77 -1.28
1.66 0.84 1.49
-1.48 -0.60 -0.36
-0.33 -0.38 -0.96
-0.03 0.30 0.41
-1.48 0.69 0.47
0.98 -0.66 -0.57
-0.21 -0.50 -0.34
-0.16 -0.05 0.01
-0.89 0.04 0.01
1.34 -0.04 0.48
-0.49 0.17 -0.32
0.56 -0.15 0.28
-0.83 -0.70 0.03
1.24 0.23 0.55
-0.03 0.93 -0.85
-0.13 0.14 -0.20
-1.51 0.14 1.49
-0.57 0.93 -1.13
0.66 -1.30 0.39
0.51 -0.58 0.59
0.09 0.48 -0.54
0.90 -0.25 -0.98
-1.00 0.60 0.03
0.00 -0.62 0.54
0.22 0.06 -0.13
0.62 -0.90 -1.12
-0.20 0.94 1.48
0.00 -0.78 -0.81
-0.40 0.35 1.56
-0.02 0.07 -0.65
0.24 1.16 0.53
0.96 1.11 -0.50
-0.43 -0.33 -0.26
-0.38 -0.07 0.12
-0.53 0.16 0.48
0.19 -0.35 0.14
0.01 -0.42 -0.82
-0.44 -0.23 0.58
0.30 -0.82 -0.94
-2.19 -0.95 0.39
-1.17 -0.52 0.08
0.51 0.48 0.40
0.33 0.30 0.41
0.39 -0.42 -0.44
2.17 1.59 -0.45
-0.38 1.03 -0.58
0.03 -1.07 -0.59
0.67 0.75 0.51
0.49 -0.37 0.07
0.67 0.06 -0.48
0.08 0.80 0.52
-1.47 -1.20 0.59
-0.30 -0.26 -0.63
0.06 1.19 0.52
0.15 0.90 1.36
0.16 1.80 0.32
-1.05 -1.93 0.37
0.71 1.57 -0.76
-0.72 -2.33 -0.36
1.29 3.29 -0.57
-0.42 -0.52 0.30
-0.43 -2.53 0.37
0.18 -0.51 0.65
-0.36 -1.39 -2.38
0.24 -0.79 -0.12
-0.12 -0.08 0.46
0.19 1.39 -0.22
0.60 0.32 -0.63
-0.51 0.47 -0.58
-0.32 -0.91 1.54
0.28 0.93 -0.39
1.33 2.32 -1.32
-0.89 -0.10 1.15
0.74 -0.78 -1.62
0.47 0.05 -0.02
-0.80 0.13 0.73
-0.05 -0.24 0.34
-0.53 -0.58 0.91
0.18 -0.22 -0.70
-0.81 -0.56 1.24
0.22 -0.83 -0.78
-0.93 0.10 0.27
-0.77 -0.19 -1.50
0.93 -0.95 1.70
-0.15 0.53 -0.91
0.68 -0.32 -1.28
1.96 -0.56 -0.09
1.60 -2.96 1.47
-0.77 1.59 -0.35
-0.43 0.71 -0.18
0.21 -0.10 0.18
0.58 0.11 -0.13
-0.43 0.60 0.01
-0.26 0.19 0.89
-1.82 1.39 -0.02
-0.43 0.86 0.03
-0.04 1.36 -0.10
1.28 -0.09 1.72
-1.42 -2.49 -0.89
0.53 1.38 -0.21
-0.67 -0.19 0.10
-0.81 1.39 1.14
-0.27 -0.39 0.38
0.93 -0.51 -0.46
-0.48 -0.06 -0.13
0.55 -0.17 -0.18
-0.59 -0.10 -0.34
0.58 0.25 -0.40
0.66 -1.23 -0.51
0.13 0.05 -0.07
2.44 -0.13 -0.71
-0.96 0.37 1.76
-0.52 0.40 -2.04
0.36 -1.03 1.57
0.19 -0.14 -0.25
-0.07 1.20 0.22
-0.33 -0.28 0.41
-0.84 0.22 0.24
-0.59 -0.21 0.32
-0.65 0.05 -0.02
0.16 -0.25 -0.11
0.62 0.27 -0.67
-0.99 -0.16 0.31
1.56 0.39 -0.77
-0.34 -0.60 -0.32
-0.37 1.14 -1.39
-0.45 2.47 -0.13
-0.85 -0.85 -0.01
1.96 0.74 -0.07
-0.34 -0.46 0.13
-1.51 -0.23 -0.04
0.86 0.11 -1.07
-0.03 -0.23 0.25
0.75 -0.20 0.65
0.19 -0.86 -0.07
-0.04 -0.86 -0.07
0.04 -0.33 0.61
-0.31 -0.32 0.65
-0.12 0.36 -0.68
0.22 -0.69 1.27
1.01 0.29 0.90
-0.59 -1.30 -2.10
0.11 -0.25 0.32
1.36 -0.58 1.87
-0.61 -0.52 -1.05
-0.26 0.41 -1.79
-1.30 -0.95 1.08
0.02 -0.55 -0.49
-0.06 0.91 -0.24
0.05 -0.34 0.56
-1.15 0.09 1.06
0.15 0.71 -0.21
0.79 0.44 0.12
0.16 1.06 -0.23
0.35 0.46 0.18
-0.08 1.28 0.16
0.35 0.18 -0.51
-0.09 1.25 0.61
-0.03 -0.53 0.49
-0.18 -0.80 -0.72
0.31 1.50 -0.02
-0.44 -2.04 -0.25
-0.55 0.00 -0.31
-0.10 -1.17 -0.18
0.74 0.11 0.34
-0.27 -0.19 0.11
-0.58 -0.79 -0.34
0.55 0.54 0.16
0.03 0.68 0.17
0.22 0.04 0.45

Output
Orbital gap = 8.73 eV
E_LUMO = -0.951 eV
E_tot = -6282.43744 a.u.